[1]
The following is a DFT calculation (ωB97M-V/def2-TZVPD) of a gas-phase ion, C5H11N2O (charge +1).

Atoms and positions in Å:
C -1.930 0.696 0.183
C -0.362 -0.831 -0.722
C 0.803 -0.163 -0.173
C 1.717 -0.900 0.621
C 1.171 1.201 -0.599
N -1.313 0.671 1.299
N -1.519 0.013 -0.893
O -0.659 -1.968 -0.028
H -2.716 1.401 0.068
H 0.009 -1.197 -1.643
H 1.321 -0.495 1.511
H 2.774 -0.507 0.631
H 1.550 -1.917 0.596
H 2.142 1.536 -0.306
H 0.499 1.932 -0.165
H 1.149 1.155 -1.688
H -1.611 1.164 2.138
H -2.028 -0.052 -1.731
H -0.999 -1.739 0.899

Results
Electronic energy (eV): -10378.99295
Charge: +1
2S+1: 3
HOMO (alpha / beta) (eV): -10.73 / -15.46

[2]
The following is a DFT calculation (ωB97M-V/def2-TZVPD) of 2 unconnected molecules or ions with the total composition C5H11N2O2.

Atoms and positions in Å:
C 1.428 0.204 -2.254
C -1.750 -0.379 1.272
C -0.920 0.152 0.070
C -0.826 -0.111 2.494
C 0.506 -0.248 0.526
N 0.648 1.239 -2.159
N 0.485 -0.472 1.837
O 1.081 -0.997 -2.710
O 1.483 -0.339 -0.170
H -2.689 0.093 1.539
H -1.720 -1.424 1.091
H -1.289 -0.240 -0.857
H -1.028 1.216 0.079
H -0.840 0.912 2.703
H -0.826 -0.774 3.447
H 1.061 2.144 -2.224
H -0.320 1.003 -2.070
H 1.331 -0.658 2.381
H 1.654 -1.762 -2.553
H 2.534 0.439 -2.440

Results
Electronic energy (eV): -12431.58583
Charge: +1
2S+1: 1
HOMO (eV): -13.70

[3]
The following is a DFT calculation (ωB97M-V/def2-TZVPD) of a gas-phase ion, C5H11N2OS (charge +1).

Atoms and positions in Å:
C -0.080 0.420 0.243
C 0.569 -0.898 -0.125
C 2.483 0.569 -0.374
C -2.480 0.788 -0.421
C -1.499 0.610 0.664
N -0.117 -2.124 0.109
N 1.936 -0.898 -0.482
O 3.330 0.892 0.701
S 0.947 1.745 -0.152
H 2.883 0.664 -1.424
H -3.488 0.710 -0.091
H -2.225 0.189 -1.300
H -2.526 1.792 -0.788
H -1.675 -0.328 1.229
H -1.520 1.505 1.406
H -0.706 -2.109 0.885
H 0.367 -2.961 0.035
H 2.592 -1.470 0.079
H 1.996 -1.264 -1.502
H 2.865 0.660 1.557

Results
Electronic energy (eV): -21217.00626
Charge: +1
2S+1: 1
HOMO (eV): -11.69
SMILES: CCC1=C(N)[NH2+][C@H](O)S1